{"formula": "C12H18ClFO5S", "method": "the ωB97M-V functional and the def2-TZVPD basis", "charge": 0, "homo_lumo_gap_ev": 10.43, "lumo_ev": 0.361, "energy_ev": -49046.975, "elements": ["C", "C", "F", "C", "C", "O", "S", "O", "O", "C", "C", "C", "C", "O", "C", "C", "C", "C", "O", "Cl", "H", "H", "H", "H", "H", "H", "H", "H", "H", "H", "H", "H", "H", "H", "H", "H", "H", "H"], "coordinates": [[2.32, 2.46, 0.91], [3.12, 1.56, -0.01], [3.10, 2.10, -1.29], [2.66, 0.11, -0.06], [1.21, -0.08, -0.49], [1.20, -0.44, -1.89], [0.11, 0.46, -2.75], [0.50, 0.31, -4.13], [-1.18, -0.51, -2.61], [-1.71, -0.67, -1.26], [-2.04, 0.65, -0.57], [-3.21, 0.45, 0.37], [-4.33, 1.39, 0.36], [-4.43, 0.07, -0.23], [-0.80, -1.64, -0.50], [0.35, -1.06, 0.34], [1.12, -2.25, 0.97], [0.92, -2.35, 2.45], [1.74, -2.22, 3.30], [-0.78, -2.65, 2.92], [1.32, 2.64, 0.51], [2.80, 3.43, 0.99], [2.25, 2.03, 1.91], [4.16, 1.56, 0.32], [3.29, -0.42, -0.78], [2.88, -0.33, 0.91], [0.73, 0.90, -0.43], [-2.66, -1.18, -1.43], [-2.34, 1.38, -1.33], [-1.23, 1.04, 0.04], [-2.97, -0.02, 1.31], [-4.34, 2.18, -0.39], [-4.93, 1.51, 1.25], [-1.38, -2.32, 0.11], [-0.33, -2.25, -1.28], [-0.06, -0.47, 1.16], [0.75, -3.18, 0.53], [2.19, -2.23, 0.79]]}

{"formula": "C22H27ClN3PRe", "method": "the ωB97M-V functional and the def2-TZVPD basis", "charge": 4, "homo_lumo_gap_ev": [6.30, 4.72], "lumo_ev": [-14.162, -15.728], "spin_multiplicity": 4, "energy_ev": -51620.384, "elements": ["Re", "N", "C", "C", "N", "C", "C", "N", "H", "H", "H", "H", "H", "H", "H", "H", "H", "H", "H", "H", "H", "Cl", "C", "C", "C", "C", "C", "C", "P", "C", "C", "C", "C", "C", "C", "C", "C", "C", "C", "C", "C", "H", "H", "H", "H", "H", "H", "H", "H", "H", "H", "H", "H", "H", "H"], "coordinates": [[0.83, 0.32, 0.93], [1.64, 0.26, 3.04], [2.92, 0.95, 3.13], [3.74, 0.69, 1.89], [2.93, 0.95, 0.66], [2.92, 2.33, 0.06], [1.84, 3.17, 0.72], [0.49, 2.46, 0.71], [1.66, -0.72, 3.32], [1.01, 0.67, 3.73], [2.73, 2.02, 3.22], [3.46, 0.61, 4.04], [4.66, 1.31, 1.89], [4.08, -0.35, 1.86], [3.34, 0.36, -0.09], [3.92, 2.79, 0.13], [2.76, 2.19, -1.01], [2.16, 3.35, 1.76], [1.72, 4.13, 0.21], [-0.05, 2.93, 1.45], [0.02, 2.67, -0.18], [1.82, -1.92, 0.57], [0.83, -2.84, -0.73], [1.31, -4.10, -0.95], [0.72, -4.73, -2.04], [-0.28, -4.12, -2.76], [-0.80, -2.85, -2.38], [-0.20, -2.13, -1.34], [-0.71, -0.50, -0.84], [-1.69, 0.33, -2.16], [-1.00, 0.87, -3.24], [-1.69, 1.48, -4.28], [-3.07, 1.60, -4.25], [-3.78, 1.14, -3.15], [-3.13, 0.47, -2.14], [-1.50, -0.42, 0.84], [-2.49, 0.54, 1.14], [-3.10, 0.52, 2.40], [-2.80, -0.48, 3.31], [-1.83, -1.43, 3.04], [-1.23, -1.43, 1.80], [2.14, -4.47, -0.37], [1.16, -5.67, -2.40], [-0.69, -4.65, -3.62], [-1.60, -2.43, -2.95], [0.07, 0.93, -3.21], [-1.12, 1.94, -5.10], [-3.60, 2.16, -5.00], [-4.84, 1.31, -3.07], [-3.68, 0.11, -1.27], [-2.77, 1.36, 0.48], [-3.82, 1.29, 2.65], [-3.33, -0.51, 4.26], [-1.56, -2.22, 3.73], [-0.56, -2.24, 1.55]]}